*a*
ORCA calculation (wB97M-V/def2-TZVPD) on a structure of composition C2H29O13V.

Summary:
LUMO energy (spin up / spin down)	-5.49 / -5.49	eV
total charge	+1
expectation value of S²	3.762
2S+1	4

Cartesian coordinates (Å):
H (-0.789, 0.583, 4.878)
O (3.020, -1.494, 1.988)
C (0.129, 0.072, -0.134)
O (-0.302, -3.608, -0.426)
O (-4.021, 0.532, 2.585)
V (1.280, 3.321, -0.369)
H (-1.307, 0.039, 1.468)
O (-3.838, -1.523, 0.601)
H (1.173, -0.241, -0.160)
H (0.238, -0.521, 5.016)
H (1.875, 3.583, -3.185)
O (-1.896, 2.565, 1.645)
H (-3.930, -2.418, 0.928)
H (4.029, 2.132, -0.958)
H (-2.195, 1.893, 2.258)
H (-1.351, 2.091, 1.016)
H (0.664, -0.506, -4.312)
H (-2.554, 0.425, -2.846)
H (-0.649, -3.944, 0.400)
H (1.772, 0.653, -2.396)
O (2.399, 0.315, -3.035)
H (3.162, 1.474, 0.095)
H (3.251, 0.410, -2.609)
H (-0.667, -0.360, -3.604)
O (2.514, -3.034, -0.320)
O (-0.397, -0.011, 5.519)
H (1.665, -3.465, -0.421)
H (0.659, 2.702, -2.992)
H (-0.507, -2.673, -0.410)
C (-0.297, -0.313, 1.256)
H (2.551, -2.405, -1.041)
H (-3.564, -1.015, 1.364)
H (2.688, -1.943, 1.211)
H (-1.549, 1.465, -2.399)
H (3.680, -0.888, 1.652)
O (3.180, 2.205, -0.522)
O (-1.917, 1.055, -3.182)
O (-0.122, -0.995, -4.070)
H (-4.813, 1.068, 2.631)
H (-0.233, -0.585, -0.924)
O (0.038, 1.460, -0.498)
H (-4.154, -0.151, 3.243)
H (0.096, 0.209, 2.129)
O (1.297, 3.228, -2.510)
H (-0.307, -1.387, 1.440)


*b*
ORCA calculation (wB97M-V/def2-TZVPD) on a structure of composition C2H29O13V.

Summary:
LUMO energy (spin up / spin down)	-3.70 / -3.78	eV
total charge	+1
expectation value of S²	3.757
2S+1	4

Cartesian coordinates (Å):
O (3.120, -1.238, 1.720)
H (1.541, -1.208, -2.157)
H (-0.357, -3.843, 3.367)
H (-0.660, -2.133, -1.022)
C (-0.202, -0.056, -0.392)
H (1.426, 2.536, -4.346)
H (-4.765, 1.155, 0.785)
H (1.566, 1.043, -3.997)
H (-0.882, -0.576, 2.304)
H (-0.863, -3.924, 2.015)
H (-3.025, -0.944, 2.314)
H (0.240, 3.992, 0.036)
H (2.567, 2.096, -1.105)
O (2.100, 2.748, -1.639)
H (2.517, 1.447, 0.983)
H (2.541, -2.069, -1.540)
V (-0.124, 2.120, -2.174)
O (-0.273, 3.203, -0.247)
H (-2.987, 1.523, -1.550)
H (0.642, -0.169, 0.292)
H (2.136, 0.488, -0.032)
H (3.238, -0.700, 1.001)
H (-0.017, -1.847, 1.982)
H (-1.069, 3.110, 0.288)
O (0.481, 0.252, -1.510)
H (2.769, 3.370, -1.969)
O (0.866, 1.735, -4.038)
O (2.431, -1.478, -2.277)
O (-0.182, -1.124, 2.655)
O (-1.099, -4.162, 2.879)
H (-0.724, 0.839, -0.260)
O (-4.300, 0.708, 0.124)
H (1.849, -3.928, 1.512)
H (-1.952, -0.910, -1.144)
O (1.339, -3.109, 1.229)
H (-3.864, 0.380, 2.484)
H (-3.560, 0.457, 0.625)
O (-2.416, 2.166, -1.964)
C (-1.121, -1.265, -0.608)
O (2.861, 1.031, 0.185)
H (3.514, -0.745, 2.393)
H (1.958, -2.433, 1.522)
O (-2.978, 0.010, 2.494)
H (-1.367, -1.466, 0.418)
H (-2.915, 2.919, -1.634)


The relative energies come out as *a* 47.2; *b* 0.0, with values in kcal/mol.